Entry from OMol25: a structure of composition C35H46Cl2EuN3P at a distorted geometry (wB97M-V/def2-TZVPD).

Geometry as ORCA input:
```
! wB97M-V def2-TZVPD RIJCOSX def2/J DEFGRID3
* xyz -1 7
P -0.172 0.966 -3.067
C -1.811 0.308 -3.455
C -2.338 1.088 -4.657
C -3.779 0.676 -4.911
C -3.941 -0.844 -5.038
C -3.284 -1.638 -3.902
C -1.837 -1.216 -3.670
C 1.285 0.200 -3.804
C 1.221 0.547 -5.290
C 2.540 0.131 -5.933
C 2.915 -1.330 -5.636
C 2.800 -1.726 -4.153
C 1.453 -1.321 -3.566
C -0.096 2.787 -2.903
C -1.225 3.318 -1.995
C -1.184 4.840 -1.895
C 0.189 5.376 -1.476
C 1.341 4.783 -2.297
C 1.287 3.259 -2.420
H -2.397 0.528 -2.531
H -1.697 0.862 -5.530
H -2.262 2.171 -4.473
H -4.122 1.177 -5.823
H -4.390 1.042 -4.073
H -5.007 -1.083 -5.076
H -3.508 -1.162 -5.991
H -3.840 -1.478 -2.970
H -3.309 -2.708 -4.135
H -1.394 -1.722 -2.807
H -1.239 -1.458 -4.565
H 2.143 0.708 -3.306
H 3.327 0.795 -5.542
H 1.041 1.629 -5.418
H 0.364 0.011 -5.747
H 2.459 0.293 -7.014
H 3.940 -1.505 -5.976
H 2.263 -1.985 -6.227
H 2.929 -2.811 -4.044
H 3.591 -1.228 -3.574
H 1.374 -1.551 -2.496
H 0.644 -1.861 -4.074
H -0.267 3.080 -3.961
H -2.213 2.997 -2.374
H -1.145 2.863 -0.995
H -1.447 5.261 -2.875
H -1.948 5.168 -1.184
H 0.351 5.158 -0.414
H 0.198 6.464 -1.579
H 2.301 5.068 -1.857
H 1.304 5.204 -3.307
H 2.068 2.925 -3.131
H 1.531 2.773 -1.461
Eu 0.070 -0.025 0.861
Cl 2.397 0.668 -0.168
Cl -2.293 0.974 0.397
C -0.430 -1.954 -0.606
H -1.542 -2.057 -0.717
C 0.270 -3.145 -0.466
C 1.715 -3.085 -0.324
C 2.469 -4.247 -0.208
C 1.841 -5.506 -0.191
C 0.442 -5.598 -0.303
C -0.336 -4.463 -0.444
H 2.203 -2.105 -0.338
H 3.557 -4.195 -0.137
H -0.045 -6.578 -0.296
H -1.419 -4.508 -0.556
H 2.429 -6.418 -0.088
N -0.465 1.822 11.409
C -0.330 1.396 10.327
C -0.164 0.868 9.007
C -0.974 1.313 7.951
C -0.804 0.807 6.661
C 0.163 -0.188 6.460
C 0.978 -0.656 7.491
C 0.815 -0.108 8.768
N 0.323 -0.718 5.170
C 1.062 -1.876 4.829
C 0.986 -2.012 3.479
N 0.176 -0.984 2.991
C -0.165 -0.197 4.016
H -1.740 2.072 8.142
H -1.432 1.163 5.840
H 1.730 -1.417 7.294
H 1.462 -0.450 9.571
H 1.562 -2.498 5.550
H 1.416 -2.746 2.802
H -0.746 0.716 3.973
*
```

Computed properties:
* frontier orbital gap (spin up / spin down): 4.306 / 5.898 eV
* highest occupied orbital energy (spin up / spin down): -2.0 / -4.1 eV
* E_LUMO (spin up / spin down): 2.31 / 1.78 eV

These are the Mulliken partial charges, in e, on atoms 1 to 5: -0.37 0.43 -0.61 -0.94 -0.72


Entry from OMol25: a cluster of 3 separate species, C35H46I2N2O2 in total at a distorted geometry (wB97M-V/def2-TZVPD).

Geometry as ORCA input:
```
! wB97M-V def2-TZVPD RIJCOSX def2/J DEFGRID3
* xyz 0 1
C -0.787 4.002 3.110
C -1.121 2.518 3.058
I -1.986 2.018 4.972
C -2.019 2.101 1.822
I -3.979 1.338 2.316
C -2.096 3.193 0.774
C -3.155 4.099 0.778
C -3.262 5.116 -0.161
C -2.306 5.239 -1.152
C -1.242 4.347 -1.182
C -1.109 3.335 -0.225
C 0.093 2.461 -0.268
O 0.447 1.840 0.700
C 0.841 2.387 -1.552
C 0.683 3.387 -2.515
C 1.376 3.368 -3.717
C 2.225 2.312 -3.997
C 2.378 1.302 -3.060
C 1.715 1.321 -1.832
C 1.964 0.154 -0.940
C 1.370 -1.063 -1.270
C 1.624 -2.212 -0.525
C 2.481 -2.161 0.566
C 3.081 -0.948 0.893
C 2.825 0.197 0.152
C -0.248 4.516 -2.277
O -0.238 5.506 -2.954
H -1.677 4.620 3.071
H -0.288 4.220 4.050
H -0.091 4.273 2.319
H -0.205 1.954 2.973
H -1.542 1.234 1.399
H -3.931 4.031 1.521
H -4.097 5.795 -0.115
H -2.370 6.007 -1.904
H 1.238 4.165 -4.427
H 2.773 2.256 -4.924
H 3.043 0.479 -3.277
H 0.704 -1.130 -2.119
H 1.171 -3.156 -0.784
H 2.677 -3.052 1.138
H 3.749 -0.922 1.741
H 3.301 1.123 0.437
C 4.094 -2.628 -4.503
C 4.736 -2.349 -5.853
N 5.644 -1.216 -5.825
C 6.038 -0.760 -7.147
C 6.862 -1.708 -8.026
C 6.702 -1.283 -4.832
C 7.655 -2.486 -4.874
H 3.602 -1.735 -4.115
H 3.342 -3.411 -4.606
H 4.819 -2.970 -3.763
H 3.941 -2.116 -6.566
H 5.217 -3.271 -6.215
H 6.581 0.183 -7.036
H 5.121 -0.505 -7.689
H 7.896 -1.782 -7.691
H 6.885 -1.328 -9.050
H 6.437 -2.711 -8.061
H 6.238 -1.252 -3.843
H 7.284 -0.361 -4.897
H 7.122 -3.427 -5.009
H 8.199 -2.553 -3.930
H 8.397 -2.396 -5.666
C -8.258 -3.058 5.037
C -6.841 -2.504 5.014
N -6.583 -1.550 6.076
C -5.349 -0.805 5.893
C -4.022 -1.571 5.932
C -6.849 -2.022 7.423
C -6.112 -3.279 7.906
H -8.991 -2.251 5.025
H -8.423 -3.682 4.157
H -8.442 -3.679 5.914
H -6.694 -1.985 4.063
H -6.131 -3.347 5.018
H -5.319 -0.005 6.639
H -5.418 -0.296 4.926
H -3.746 -1.863 6.945
H -3.228 -0.926 5.554
H -4.043 -2.464 5.307
H -7.923 -2.204 7.510
H -6.648 -1.200 8.114
H -6.117 -4.071 7.156
H -6.605 -3.672 8.798
H -5.078 -3.071 8.176
*
```

Computed properties:
* frontier orbital gap: 6.853 eV
* highest occupied orbital energy: -7.9 eV
* E_LUMO: -1.09 eV

These are the Mulliken partial charges, in e, on atoms 1 to 5: -1.44 0.22 0.04 -1.18 0.23


Entry from OMol25: a structure of composition C35H46N2O2PtSSe at a distorted geometry (wB97M-V/def2-TZVPD).

Geometry as ORCA input:
```
! wB97M-V def2-TZVPD RIJCOSX def2/J DEFGRID3
* xyz 0 1
Pt -0.533 0.908 1.813
C -0.808 2.416 -5.750
C 0.303 2.195 -4.723
C 1.017 0.881 -5.064
C 1.299 3.357 -4.832
C -0.238 2.125 -3.297
C 0.628 1.901 -2.236
C 0.141 1.830 -0.947
Se 1.353 1.478 0.506
C 1.857 -0.376 0.549
C 2.781 -0.858 -0.373
C 3.125 -2.193 -0.374
C 2.509 -3.006 0.591
C 1.615 -2.558 1.545
C 1.291 -1.172 1.554
O 0.468 -0.695 2.487
C 0.959 -3.512 2.546
C 1.415 -4.959 2.339
C -0.568 -3.489 2.363
C 1.326 -3.111 3.982
C 4.105 -2.807 -1.368
C 3.381 -3.863 -2.213
C 5.262 -3.471 -0.610
C 4.689 -1.755 -2.312
C -1.213 2.050 -0.615
O -1.626 2.119 0.656
C -2.116 2.215 -1.688
C -1.585 2.261 -2.978
C -3.643 2.352 -1.562
C -4.310 1.265 -2.422
C -4.208 2.200 -0.145
C -4.064 3.734 -2.083
H -0.374 2.460 -6.750
H -1.536 1.603 -5.739
H -1.339 3.354 -5.577
H 1.389 0.906 -6.091
H 1.869 0.704 -4.406
H 0.338 0.033 -4.965
H 1.690 3.430 -5.849
H 0.818 4.304 -4.581
H 2.145 3.222 -4.157
H 1.692 1.778 -2.406
H 3.213 -0.168 -1.086
H 2.750 -4.059 0.579
H 1.146 -5.337 1.352
H 2.492 -5.073 2.473
H 0.923 -5.590 3.081
H -0.836 -3.792 1.349
H -1.032 -4.189 3.061
H -0.973 -2.497 2.547
H 2.410 -3.116 4.113
H 0.956 -2.119 4.226
H 0.897 -3.830 4.684
H 2.978 -4.665 -1.593
H 2.550 -3.415 -2.761
H 4.068 -4.309 -2.935
H 4.908 -4.262 0.050
H 5.971 -3.913 -1.313
H 5.795 -2.739 0.000
H 3.912 -1.276 -2.911
H 5.232 -0.980 -1.767
H 5.390 -2.230 -3.000
H -2.285 2.409 -3.788
H -4.031 0.271 -2.067
H -5.395 1.358 -2.354
H -4.035 1.333 -3.474
H -3.968 1.230 0.286
H -3.839 2.966 0.532
H -5.296 2.285 -0.210
H -3.774 3.885 -3.123
H -5.148 3.844 -2.015
H -3.604 4.525 -1.488
N 0.150 3.766 3.595
C -0.691 2.966 4.273
N -1.062 1.800 3.843
C -1.952 1.200 4.728
C -2.528 -0.052 4.570
C -3.395 -0.514 5.543
C -3.691 0.255 6.670
C -3.118 1.504 6.841
C -2.249 1.958 5.862
S -1.374 3.469 5.798
H 0.566 3.404 2.750
H 0.514 4.607 4.001
H -2.287 -0.655 3.700
H -3.848 -1.490 5.429
H -4.372 -0.127 7.418
H -3.345 2.104 7.711
*
```

Computed properties:
* frontier orbital gap: 6.962 eV
* highest occupied orbital energy: -7.3 eV
* E_LUMO: -0.39 eV
* energy relative to the best compared isomer or geometry (same formula, charge and spin): 1.135 eV

These are the Mulliken partial charges, in e, on atoms 1 to 5: 1.43 -2.14 2.00 -1.67 -1.70


Entry from OMol25: a structure of composition C35H46N6O3P2V at a distorted geometry (wB97M-V/def2-TZVPD).

Geometry as ORCA input:
```
! wB97M-V def2-TZVPD RIJCOSX def2/J DEFGRID3
* xyz 2 2
V -0.724 1.066 -2.756
C -1.770 1.768 -4.241
C -1.562 0.331 -4.317
C -0.443 -0.258 -5.126
C 0.941 0.401 -4.857
C 1.113 0.951 -3.471
C 0.749 2.305 -3.087
C 0.280 3.297 -4.105
C -0.896 2.765 -4.959
C 2.473 1.083 1.600
H -2.792 2.114 -4.038
H -2.440 -0.311 -4.192
H -0.668 -0.222 -6.207
H -0.379 -1.332 -4.894
H 1.712 -0.374 -5.015
H 1.157 1.142 -5.644
H 1.952 0.514 -2.912
H 1.362 2.729 -2.290
H 1.123 3.587 -4.753
H -0.017 4.242 -3.622
H -1.517 3.631 -5.225
H -0.522 2.383 -5.919
H 1.437 1.464 1.557
H 3.149 1.945 1.685
H 2.559 0.440 2.488
P 2.775 0.141 0.090
P -1.827 -1.270 0.342
N 4.030 1.040 -0.715
N 3.690 -1.192 0.593
N -2.306 0.268 -0.152
N -3.146 -2.189 0.725
C -0.141 -0.825 -1.909
C -1.026 -1.823 -1.162
C 4.056 2.438 -0.827
C 4.950 2.797 -1.828
C 5.473 1.580 -2.387
C 4.876 0.523 -1.715
C 4.670 -1.223 1.591
C 5.227 -2.494 1.615
C 4.586 -3.270 0.584
C 3.660 -2.450 -0.039
C -1.319 1.238 -0.628
C -2.060 2.253 -1.350
C -3.428 1.794 -1.396
C -3.525 0.574 -0.762
C -4.079 -2.648 -0.221
C -4.976 -3.478 0.411
C -4.615 -3.546 1.795
C -3.489 -2.762 1.973
H 0.455 -0.218 -1.195
H 0.584 -1.369 -2.527
H -1.847 -2.196 -1.808
H -0.416 -2.679 -0.832
H 3.462 3.046 -0.172
H 5.195 3.800 -2.130
H 6.192 1.505 -3.184
H 5.006 -0.538 -1.829
H 4.836 -0.346 2.199
H 6.010 -2.832 2.284
H 4.787 -4.306 0.333
H 2.941 -2.623 -0.826
H -0.526 1.488 0.077
H -1.710 3.277 -1.481
H -4.271 2.381 -1.733
H -4.406 -0.023 -0.543
H -4.005 -2.329 -1.251
H -5.807 -3.982 -0.062
H -5.129 -4.104 2.562
H -2.915 -2.541 2.866
C -3.688 -0.179 4.230
C -2.385 0.274 4.859
C -1.114 -0.312 4.203
C 0.219 0.259 4.772
C 0.161 1.700 5.244
C -1.037 -1.813 4.316
O -1.781 -2.554 4.938
N 0.040 -2.310 3.533
C -0.084 -2.108 2.180
O 0.605 -2.636 1.314
N -1.134 -1.192 1.887
C -1.143 -0.045 2.713
O -1.104 1.087 2.248
H -3.754 0.127 3.176
H -4.521 0.298 4.762
H -3.812 -1.264 4.319
H -2.307 1.368 4.787
H -2.370 0.010 5.930
H 0.548 -0.374 5.610
H 0.977 0.154 3.985
H -0.524 1.803 6.093
H 1.160 1.989 5.588
H -0.144 2.387 4.445
H 0.423 -3.214 3.790
*
```

Computed properties:
* frontier orbital gap (spin up / spin down): 5.001 / 4.976 eV
* highest occupied orbital energy (spin up / spin down): -12.5 / -12.5 eV
* E_LUMO (spin up / spin down): -7.48 / -7.51 eV

These are the Mulliken partial charges, in e, on atoms 1 to 5: -0.67 0.03 -0.21 -1.18 -1.13


Entry from OMol25: a structure of composition C35H47AsFIN3O4S2SbTc (wB97M-V/def2-TZVPD).

Geometry as ORCA input:
```
! wB97M-V def2-TZVPD RIJCOSX def2/J DEFGRID3
* xyz 2 4
Tc -0.160 1.282 -1.178
C 3.513 -4.745 1.934
C 2.155 -4.389 2.530
C 2.134 -4.407 4.049
C 3.092 -3.363 4.612
C 2.870 -2.015 3.965
C 3.283 -0.862 4.590
C 3.043 0.385 4.014
F 3.451 1.475 4.665
C 2.387 0.521 2.827
C 1.958 -0.637 2.161
C 1.239 -0.523 0.912
O 1.106 0.658 0.393
C 0.730 -1.704 0.358
C 1.036 -2.915 0.955
N 1.753 -3.034 2.056
C 2.205 -1.900 2.726
C -0.085 -1.769 -0.892
O -0.182 -2.802 -1.510
O -0.673 -0.650 -1.275
H 3.847 -5.706 2.327
H 4.266 -3.993 2.178
H 3.449 -4.824 0.848
H 1.406 -5.082 2.152
H 2.409 -5.404 4.390
H 1.119 -4.206 4.400
H 4.128 -3.674 4.463
H 2.952 -3.267 5.688
H 3.787 -0.911 5.548
H 2.181 1.497 2.414
H 0.674 -3.828 0.497
S -3.675 -1.413 -1.089
C -3.972 -0.808 -2.604
N -3.597 -1.555 -3.705
C -3.799 -1.165 -4.981
C -4.408 0.017 -5.228
C -4.786 0.769 -4.093
N -4.573 0.400 -2.852
H -3.172 -2.448 -3.495
H -3.456 -1.833 -5.759
H -4.598 0.359 -6.234
H -5.279 1.728 -4.220
C -1.505 3.246 1.737
As -1.889 1.759 0.566
C -3.745 2.037 0.152
C -1.868 0.253 1.825
C -3.000 0.311 2.811
C -4.239 -0.248 2.505
C -5.272 -0.207 3.429
C -5.080 0.392 4.667
C -3.850 0.951 4.978
C -2.815 0.911 4.053
H -2.248 3.241 2.530
H -1.574 4.177 1.179
H -0.507 3.148 2.163
H -4.269 2.060 1.104
H -4.128 1.227 -0.469
H -3.860 2.989 -0.361
H -0.904 0.310 2.330
H -1.904 -0.648 1.213
H -4.386 -0.727 1.543
H -6.230 -0.647 3.183
H -5.884 0.417 5.390
H -3.693 1.414 5.945
H -1.847 1.329 4.310
I -1.920 4.187 -2.331
C -1.542 2.075 -2.551
H -1.180 1.964 -3.573
H -2.535 1.630 -2.475
C 3.382 2.753 -0.650
Sb 1.431 3.455 -1.095
C 1.279 5.100 0.226
C 1.836 4.408 -2.939
H 4.060 3.606 -0.629
H 3.689 2.065 -1.436
H 3.404 2.240 0.309
H 2.101 5.771 -0.023
H 1.377 4.772 1.259
H 0.330 5.612 0.085
H 2.825 4.860 -2.854
H 1.092 5.174 -3.133
H 1.833 3.674 -3.743
O 1.325 0.904 -2.682
S 1.824 -0.577 -2.784
C 1.024 -1.268 -4.244
C 2.146 -2.007 -4.966
C 3.319 -1.026 -4.996
C 3.467 -0.496 -3.565
H 0.650 -0.410 -4.807
H 0.209 -1.905 -3.901
H 1.841 -2.326 -5.961
H 2.415 -2.903 -4.399
H 3.097 -0.202 -5.675
H 4.238 -1.498 -5.336
H 3.804 0.539 -3.501
H 4.115 -1.124 -2.954
*
```

Computed properties:
* frontier orbital gap (spin up / spin down): 7.110 / 5.845 eV
* highest occupied orbital energy (spin up / spin down): -12.4 / -12.4 eV
* E_LUMO (spin up / spin down): -5.26 / -6.53 eV
* energy relative to the best compared isomer or geometry (same formula, charge and spin): 0.103 eV

These are the Mulliken partial charges, in e, on atoms 1 to 5: 0.27 -1.38 -0.27 -1.06 -1.20


Ordered calculated total energy results: -3497.59349 -2216.63240 -4540.23339 -3541.52930 -5577.43053; unit Ha.